{
  "formula": "C9H13NO3",
  "method": "ωB97M-V with the def2-TZVPD basis set",
  "symbols": ["C", "C", "C", "C", "C", "C", "C", "C", "C", "H", "H", "H", "H", "H", "H", "H", "H", "H", "H", "H", "H", "H", "N", "O", "O", "O"],
  "coordinates": [[1.979832, 1.067167, -1.026933], [2.524523, -0.076675, -0.333861], [1.393339, -0.284932, 0.791646], [-0.032872, -0.244522, 0.621498], [-0.493955, 0.945729, 0.852704], [-1.827367, 1.158500, 0.814086], [-2.701610, 0.021310, 0.544292], [-2.213488, -1.074354, 0.021719], [-0.731603, -1.398058, 0.311699], [2.662437, 1.638938, -1.907769], [1.386848, 1.978174, -0.445580], [1.081122, 0.653908, -1.256473], [3.451365, -0.263107, 0.368788], [3.207702, -0.836314, -2.162527], [1.480360, -1.601489, -2.118621], [1.673943, -1.156811, 1.325304], [1.775059, 0.452319, 1.606310], [0.098538, 1.771650, 0.917004], [-1.427972, 3.110721, 0.404916], [-4.475292, 0.869775, 0.700121], [-2.911353, -1.855984, -0.182181], [-1.301599, -3.076303, -0.225302], [2.439820, -1.265090, -1.476213], [-2.593989, 2.224567, 1.263829], [-4.031054, -0.004997, 0.408754], [-0.412733, -2.754124, 0.182792]],
  "forces_ev_per_a": [[2.1206, 7.0461, -1.0636], [-2.2362, -4.1599, 1.4582], [5.0210, 0.0658, 2.1343], [3.4602, -5.8977, -1.3685], [-5.4427, 3.0636, -0.0963], [-4.3623, -1.9293, 1.5105], [0.5540, 2.7536, -1.0467], [6.1454, -3.8461, 1.4479], [-5.3209, 1.0769, -1.4019], [-2.1469, -1.9201, 2.1530], [2.6387, -1.6794, -0.6083], [-2.4074, -0.9457, -2.5690], [-1.1867, 0.8572, -2.4455], [-2.5025, -1.6412, 1.3190], [3.3626, 2.2801, 2.8563], [0.1988, -1.5135, 0.1609], [-0.9744, -0.5723, -1.3547], [1.8129, 1.9985, 0.7215], [-3.6530, -1.4567, 2.6707], [1.2763, -1.9262, -0.6512], [-0.2551, -0.5989, -0.4649], [2.5707, 0.2403, 1.1181], [1.2105, 0.9459, -1.4965], [4.9099, 3.0509, -3.3894], [-3.0089, 3.5209, 1.4899], [-1.7848, 1.1871, -1.0839]],
  "lowdin_charge": [-0.162, -0.355, -0.168, -0.276, -0.084, -0.325, -0.310, 0.059, -0.148, 0.144, 0.115, 0.016, 0.166, 0.072, 0.153, 0.101, 0.150, 0.077, 0.384, 0.160, 0.117, 0.142, -0.067, -0.031, 0.050, 0.018],
  "total_charge": 0,
  "max_force_ev_per_a": 7.43,
  "de_lowest_kcal_mol": 250.3
}

{
  "formula": "C9H13NO3STi",
  "method": "ωB97M-V with the def2-TZVPD basis set",
  "symbols": ["C", "C", "C", "C", "C", "Ti", "C", "C", "C", "N", "H", "H", "H", "H", "H", "H", "H", "H", "H", "H", "C", "S", "O", "O", "O", "H", "H", "H"],
  "coordinates": [[-0.227352, 2.343975, -1.286711], [0.362810, 1.252774, -1.981360], [1.463680, 0.771968, -1.212118], [1.542767, 1.560576, -0.031765], [0.493544, 2.527915, -0.072046], [-0.580314, 0.442229, 0.108870], [-1.356826, -1.425435, -1.285052], [-2.351737, -0.546011, -1.454623], [-3.391579, 0.158416, -1.852578], [-2.060197, 0.905497, 0.828735], [2.118157, -0.061821, -1.474602], [0.027773, 0.858202, -2.943432], [2.262183, 1.436094, 0.779041], [0.275133, 3.271172, 0.696045], [-1.099534, 2.915305, -1.607370], [-0.502466, -1.454692, -1.972603], [-2.954526, 1.313411, 1.127363], [-1.410865, -2.199614, -0.511549], [-4.061350, -0.259039, -2.617637], [-3.612274, 1.149436, -1.447985], [2.098694, -2.675847, 2.817945], [1.713826, -1.216736, 1.809314], [2.030468, 0.050219, 2.616593], [2.635960, -1.122257, 0.590828], [0.067424, -1.065663, 1.301042], [2.583286, -2.360967, 3.765238], [2.775094, -3.353097, 2.256322], [1.158220, -3.216008, 3.054094]],
  "forces_ev_per_a": [[0.1642, -0.0176, -0.0353], [0.2134, 0.2715, 0.1153], [-0.2430, 0.2365, -0.3112], [-0.0491, 0.3883, 0.0549], [0.3719, -0.0261, -0.3173], [-0.3615, 0.2432, -1.2671], [-0.1227, -0.3670, 0.0913], [0.2986, 0.4407, -0.0929], [0.1868, -0.2584, -0.0126], [-1.3341, 0.6325, 0.9315], [-0.3642, 0.3773, 0.2172], [0.0768, 0.1218, 0.3852], [-0.3914, 0.0170, -0.4145], [0.0644, -0.3361, -0.2866], [0.2871, -0.2760, 0.1425], [-0.3675, 0.1159, 0.3272], [0.5296, -0.2606, -0.2034], [-0.0476, 0.2686, -0.3509], [0.2256, 0.0958, 0.3518], [0.1947, -0.4255, -0.1450], [-0.6076, -0.8393, 0.1425], [-0.4076, 7.3598, -3.2927], [-1.1324, -3.9430, -0.4697], [-2.2267, -2.3020, 2.8526], [5.4033, -2.7482, 2.4506], [-0.3831, 0.1793, -0.8154], [-0.4906, 0.6502, 0.1386], [0.5127, 0.4011, -0.1867]],
  "lowdin_charge": [-0.202, -0.208, -0.191, -0.198, -0.193, 0.608, -0.103, -0.238, -0.027, -0.227, 0.093, 0.099, 0.085, 0.099, 0.095, 0.072, -0.069, 0.065, 0.050, 0.049, -0.161, 0.695, -0.426, -0.417, -0.536, 0.064, 0.062, 0.061],
  "total_charge": -1,
  "max_force_ev_per_a": 8.07,
  "multiplicity": 2
}

{
  "formula": "C9H13O",
  "method": "ωB97M-V with the def2-TZVPD basis set",
  "symbols": ["C", "C", "C", "C", "C", "C", "C", "C", "C", "O", "H", "H", "H", "H", "H", "H", "H", "H", "H", "H", "H", "H", "H"],
  "coordinates": [[2.411295, -1.443583, 1.807220], [1.836046, -2.296938, 0.876707], [1.852946, -0.192372, 2.040538], [0.705338, -1.911888, 0.186984], [0.738298, 0.214614, 1.341161], [0.150942, -0.637987, 0.391953], [-0.027996, 1.658482, -1.451635], [-2.423879, 1.377132, -1.370613], [-1.010606, -0.262253, -0.361987], [-1.170723, 1.121454, -0.708325], [3.286334, -1.751073, 2.355484], [2.267649, -3.267067, 0.691828], [2.287841, 0.457774, 2.781006], [0.252405, -2.581744, -0.526973], [0.296917, 1.179261, 1.540792], [0.400602, 2.466201, -0.857732], [0.721609, 0.882602, -1.602063], [-0.347976, 2.044731, -2.418556], [-3.217248, 1.036959, -0.702919], [-2.514225, 2.451068, -1.528474], [-2.492402, 0.843192, -2.322215], [-2.613996, -0.439323, 0.942904], [-1.389172, -0.949244, -1.105083]],
  "forces_ev_per_a": [[-0.1292, 0.0171, -0.1062], [0.0291, -0.0449, 0.1303], [0.0376, -0.0019, 0.0170], [-0.1812, 0.3475, -0.1673], [-0.1573, -0.1001, -0.2033], [0.4804, 0.1793, 0.2391], [1.3018, 0.8472, -0.5019], [-1.6095, 0.4068, -0.2866], [-2.0534, -1.2719, 2.3254], [0.3805, -0.4030, -0.2311], [0.1178, -0.0491, 0.0608], [0.0353, -0.1231, 0.0009], [0.0633, 0.1159, 0.0891], [-0.0471, -0.1098, -0.1252], [-0.0497, 0.1344, 0.0554], [-0.1609, -0.1461, 0.0092], [-0.2603, -0.0322, 0.1533], [-0.2665, -0.1516, 0.1704], [0.2604, 0.0313, -0.0105], [0.2105, -0.1116, 0.0845], [0.3000, -0.0041, 0.1543], [1.7717, 0.2379, -1.5525], [-0.0731, 0.2321, -0.3052]],
  "lowdin_charge": [-0.039, -0.048, -0.047, -0.011, -0.023, -0.269, 0.069, 0.017, -0.070, -0.258, 0.117, 0.117, 0.116, 0.122, 0.123, 0.127, 0.125, 0.119, 0.094, 0.127, 0.129, 0.238, 0.127],
  "total_charge": 1,
  "max_force_ev_per_a": 3.35,
  "de_lowest_kcal_mol": 89.5
}

{
  "formula": "C9H13O3",
  "method": "ωB97M-V with the def2-TZVPD basis set",
  "symbols": ["C", "C", "C", "C", "C", "C", "C", "C", "C", "O", "O", "O", "H", "H", "H", "H", "H", "H", "H", "H", "H", "H", "H", "H", "H"],
  "coordinates": [[-3.603641, 0.047782, 0.066461], [-2.130426, -0.254969, 0.378980], [-1.294144, 0.287704, -0.740711], [0.377200, 0.125042, -0.890722], [0.925836, -1.287394, -0.648917], [2.192694, -1.602932, -0.274487], [3.128343, -0.804934, 0.572927], [2.629543, 0.625048, 0.775494], [1.231319, 0.930198, 0.322185], [1.080250, 2.297343, 0.221203], [3.870858, 0.233142, 0.054021], [0.389735, 0.689771, -2.052278], [-4.285218, -0.323908, 0.826029], [-3.780883, 1.120373, -0.038260], [-3.880401, -0.412042, -0.882933], [-1.846727, 0.198083, 1.332575], [-1.975069, -1.333859, 0.476155], [-1.694761, -0.131076, -1.675851], [-1.477971, 1.368471, -0.824479], [0.260761, -2.096468, -0.952181], [2.604860, -2.562992, -0.600285], [3.660566, -1.328516, 1.397761], [2.840317, 1.220726, 1.668926], [0.649958, 0.509957, 1.176093], [0.127003, 2.485459, 0.312282]],
  "forces_ev_per_a": [[0.1964, -0.0149, -0.1413], [0.1043, -0.4063, 0.7314], [0.7291, 0.6351, -0.7447], [0.5764, -0.1350, 4.1627], [0.3833, -0.4546, -1.1411], [-0.5204, -0.4367, -0.5016], [-1.1747, 1.2194, 1.5949], [1.7312, -2.3447, 0.0558], [-2.1082, -0.4522, -0.7768], [-0.8645, 0.9852, 0.1393], [-1.0646, 1.8082, -1.2149], [1.1369, 0.0409, -1.6989], [0.0534, -0.0954, 0.1566], [0.0957, -0.0007, 0.0484], [-0.0469, -0.0405, -0.0146], [-0.0292, -0.0495, 0.0483], [-0.0933, 0.0393, 0.0755], [0.3460, 0.0472, 0.1578], [0.1974, -0.1961, 0.0052], [0.3838, -0.0557, -0.5429], [-0.5817, -0.1923, 0.6328], [-0.6558, 0.0754, -0.6423], [0.1931, -0.4576, -0.2023], [0.3246, 0.3564, 0.0023], [0.6878, 0.1252, -0.1897]],
  "lowdin_charge": [-0.103, -0.264, -0.116, -0.453, 0.003, -0.009, -0.277, -0.114, -0.265, 0.007, 0.010, 0.116, 0.071, 0.076, 0.075, 0.107, 0.110, 0.123, 0.116, 0.108, 0.109, 0.154, 0.154, 0.154, 0.108],
  "total_charge": 0,
  "max_force_ev_per_a": 4.20,
  "multiplicity": 2,
  "de_lowest_kcal_mol": 69.5
}

{
  "formula": "C9H13OPS",
  "method": "ωB97M-V with the def2-TZVPD basis set",
  "symbols": ["C", "O", "P", "S", "C", "C", "C", "C", "C", "C", "H", "H", "H", "H", "H", "H", "H", "H", "H", "C", "C", "H", "H", "H", "H"],
  "coordinates": [[-1.467923, 2.415104, -0.738038], [-0.690296, 1.211227, -0.469485], [-1.079148, 0.117007, 0.702820], [-3.113748, -0.307333, 0.238159], [-0.299745, -1.373596, 0.020049], [-0.058246, -1.520163, -1.364722], [0.523391, -2.676599, -1.906649], [0.759633, -3.704366, -1.088296], [0.565335, -3.581935, 0.286260], [0.125264, -2.394119, 0.853920], [-1.144535, 3.280091, 0.066746], [-2.516718, 2.132488, -0.684994], [-1.166288, 2.695960, -1.786776], [-3.481926, 0.749509, 0.984437], [-0.189339, -0.541668, -1.908483], [0.710098, -2.751410, -3.027637], [1.463541, -4.530268, -1.257431], [0.857540, -4.593713, 0.835229], [-0.036977, -2.340783, 1.994141], [2.137467, 2.756692, 0.857723], [1.368776, 3.042008, 1.929832], [2.372682, 3.675878, 0.328289], [2.319537, 1.787145, 0.405467], [1.167791, 4.119940, 2.191516], [0.873825, 2.332899, 2.537934]],
  "forces_ev_per_a": [[1.9860, 0.7810, 1.1710], [-0.0813, 0.2206, -0.3381], [0.1064, 0.7894, 0.3992], [0.0310, -0.0660, 0.0545], [0.5266, -0.1928, -1.5017], [0.0493, 1.7015, 0.0868], [-0.9351, 2.1930, -2.9649], [2.0285, -1.7870, 2.2986], [0.6779, -2.1729, 1.0385], [-1.1270, -1.1344, 2.4134], [-0.9860, -2.0997, -2.0797], [-0.1000, 0.4870, -0.0469], [-0.4700, -0.0088, 1.2423], [-0.2187, -0.2146, 0.0160], [-0.0980, -1.5504, -0.0131], [-0.0729, 0.2539, 1.6762], [-0.9468, -0.0185, -1.0610], [-0.7049, 2.7501, -0.4838], [0.3613, 0.0603, -1.9123], [-1.5953, 1.3489, 0.9046], [0.7380, 1.1091, -1.1043], [0.7098, -0.4621, -0.4010], [0.0496, 0.1086, 0.3425], [0.3305, -1.2741, -0.3080], [-0.2590, -0.8219, 0.5714]],
  "lowdin_charge": [-0.142, -0.553, 0.635, 0.420, -0.461, -0.081, -0.104, -0.141, -0.106, -0.131, 0.125, 0.016, 0.094, -0.195, 0.114, 0.131, 0.112, 0.143, 0.129, -0.074, -0.095, 0.041, 0.047, 0.064, 0.013],
  "smiles": "COP(S)c1ccccc1.C=C",
  "total_charge": 0,
  "max_force_ev_per_a": 3.80,
  "de_lowest_kcal_mol": 23.8
}

Sequential DFT total energy output: -17165.9102, -51125.3044, -11579.3117, -15680.4827, -31713.3947 eV